# C25H57F4NbO8P

C25H57F4NbO8P as an isolated structure (the ωB97M-V functional and the def2-TZVPD basis, the Open Molecules 2025 dataset).

Positions of all 96 atoms, in Å:
C1 1.903 -2.767 3.753
C2 0.883 -3.601 3.453
C3 1.170 -4.857 2.694
O1 1.489 -5.910 3.193
O2 1.042 -4.755 1.353
C4 1.759 -3.675 0.714
C5 1.630 -3.822 -0.785
C6 2.700 -3.074 -1.623
C7 3.421 -1.906 -0.953
C8 2.528 -0.776 -0.374
C9 1.202 -0.512 -1.102
Nb1 -0.264 0.316 0.465
C10 -1.529 -1.629 0.460
O3 -2.028 -1.946 1.793
C11 -2.848 -2.976 1.933
F1 -3.910 -2.627 2.687
F2 -3.329 -3.487 0.790
F3 -2.263 -4.009 2.593
P1 -1.598 1.216 -1.647
O4 -2.436 2.444 -1.339
C12 0.805 2.317 0.653
C13 2.202 2.297 1.287
F4 0.838 2.979 -0.607
H1 1.814 -1.704 3.543
H2 2.832 -3.142 4.174
H3 -0.138 -3.385 3.748
H4 1.286 -2.737 1.011
H5 2.787 -3.611 1.076
H6 0.647 -3.476 -1.095
H7 1.692 -4.887 -1.019
H8 2.181 -2.677 -2.498
H9 3.419 -3.794 -2.020
H10 4.131 -1.471 -1.661
H11 4.040 -2.306 -0.143
H12 2.409 -0.966 0.696
H13 3.107 0.147 -0.434
H14 0.721 -1.398 -1.515
H15 1.338 0.271 -1.851
H16 -1.572 0.964 1.554
H17 0.613 -0.419 1.889
H18 -2.366 -1.428 -0.216
H19 -0.987 -2.480 0.038
H20 -0.628 1.621 -2.605
H21 -2.386 0.220 -2.304
H22 0.184 2.947 1.298
H23 2.385 1.415 1.897
H24 2.927 2.338 0.471
H25 2.343 3.200 1.886
C14 -1.980 -6.951 -2.970
C15 -1.767 -6.385 -1.572
C16 -3.009 -6.548 -0.711
O5 -1.401 -5.012 -1.650
H26 -2.792 -6.420 -3.474
H27 -1.080 -6.825 -3.573
H28 -2.231 -8.013 -2.935
H29 -0.925 -6.892 -1.097
H30 -3.851 -6.004 -1.150
H31 -2.838 -6.136 0.283
H32 -3.289 -7.599 -0.612
H33 -2.125 -4.531 -2.064
C17 2.990 6.962 4.674
C18 2.759 6.066 3.465
C19 2.275 6.867 2.266
O6 1.820 5.044 3.782
H34 2.057 7.450 4.968
H35 3.335 6.374 5.525
H36 3.731 7.735 4.460
H37 3.686 5.550 3.210
H38 1.321 7.351 2.493
H39 2.112 6.211 1.411
H40 2.995 7.637 1.985
H41 0.984 5.465 4.009
C20 -5.976 1.876 0.385
C21 -5.058 2.007 1.595
C22 -5.383 3.263 2.397
O7 -3.708 2.018 1.182
H42 -5.838 2.727 -0.287
H43 -5.732 0.975 -0.177
H44 -7.028 1.832 0.682
H45 -5.171 1.128 2.235
H46 -5.232 4.153 1.780
H47 -4.719 3.343 3.258
H48 -6.417 3.259 2.751
H49 -3.550 2.775 0.601
C23 0.898 3.608 -4.987
C24 2.222 2.922 -4.686
C25 3.250 3.192 -5.776
O8 2.024 1.521 -4.534
H50 0.479 3.230 -5.924
H51 0.176 3.404 -4.197
H52 1.022 4.689 -5.075
H53 2.603 3.275 -3.727
H54 2.899 2.802 -6.735
H55 4.192 2.693 -5.544
H56 3.441 4.261 -5.887
H57 1.683 1.167 -5.362

Properties
**Orbital gap**: 6.4407 eV
**LUMO**: 1.78 eV
**Calculated total energy**: -2386.19470 hartree
**HOMO energy**: -0.17143 hartree
**Max |F|**: 2.49 eV/A
**Charge**: -1

# C22H33F4GaNO14

C22H33F4GaNO14 as an isolated structure (the ωB97M-V functional and the def2-TZVPD basis, the Open Molecules 2025 dataset).

Positions of all 75 atoms, in Å:
C1 -0.941 -6.480 0.423
C2 -0.189 -6.138 1.852
C3 0.246 -4.557 1.832
O1 1.685 -4.486 1.537
Ga1 2.173 -2.871 0.669
N1 4.033 -2.499 1.230
C4 4.610 -1.611 0.353
O2 5.326 -0.913 -0.554
C5 1.037 -1.221 1.172
F1 0.078 -1.425 2.281
F2 2.009 -0.171 1.658
C6 0.306 -0.519 -0.160
F3 1.120 0.674 -0.574
F4 -1.045 -0.028 0.275
H1 -1.696 -5.610 0.172
H2 -0.096 -6.439 -0.413
H3 -1.445 -7.534 0.524
H4 0.829 -6.761 1.877
H5 -0.806 -6.458 2.797
H6 -0.431 -3.866 1.167
H7 0.119 -4.166 2.953
H8 2.162 -3.077 -0.931
H9 0.123 -1.282 -1.030
C7 -1.549 0.636 3.520
C8 -2.358 1.069 4.727
C9 -1.635 0.882 6.025
O3 -2.695 0.709 6.946
C10 -3.729 0.163 6.234
O4 -4.723 -0.331 6.739
O5 -3.500 0.244 4.892
H10 -0.556 1.095 3.519
H11 -1.441 -0.454 3.486
H12 -2.064 0.927 2.599
H13 -2.699 2.105 4.604
H14 -1.028 1.752 6.292
H15 -1.005 -0.015 6.050
C11 1.547 4.748 -2.665
C12 1.759 4.901 -1.172
C13 1.274 3.726 -0.378
O6 0.964 4.307 0.874
C14 0.625 5.607 0.615
O7 0.084 6.348 1.418
O8 0.971 5.963 -0.656
H16 1.949 3.798 -3.030
H17 0.484 4.809 -2.923
H18 2.046 5.561 -3.201
H19 2.812 5.122 -0.957
H20 2.042 2.954 -0.269
H21 0.364 3.270 -0.783
C15 -3.986 7.723 -0.952
C16 -2.923 6.702 -1.306
C17 -1.983 7.169 -2.374
O9 -1.566 5.954 -2.969
C18 -2.598 5.073 -2.794
O10 -2.691 4.003 -3.371
O11 -3.506 5.550 -1.894
H22 -3.544 8.698 -0.728
H23 -4.712 7.837 -1.764
H24 -4.549 7.390 -0.074
H25 -2.381 6.389 -0.405
H26 -1.127 7.714 -1.965
H27 -2.464 7.784 -3.143
C19 2.621 -6.141 -5.338
C20 2.833 -5.988 -3.845
C21 2.348 -7.163 -3.052
O12 2.038 -6.582 -1.799
C22 1.699 -5.282 -2.058
O13 1.158 -4.541 -1.255
O14 2.045 -4.926 -3.329
H28 3.023 -7.091 -5.703
H29 1.558 -6.080 -5.596
H30 3.119 -5.327 -5.874
H31 3.886 -5.767 -3.630
H32 3.116 -7.935 -2.942
H33 1.437 -7.619 -3.456

Properties
**Orbital gap**: 7.5084 eV
**LUMO**: 2.12 eV
**Calculated total energy**: -4290.42790 hartree
**HOMO energy**: -0.19810 hartree
**Max |F|**: 9.98 eV/A
**Charge**: -1

> HOMO energy of number 1 (C25H57F4NbO8P)?

-0.17143 hartree

> HOMO energy of number 2 (C22H33F4GaNO14)?

-0.19810 hartree